{"formula": "C4H12", "method": "wB97M-V/def2-TZVPD", "symbols": ["C", "C", "C", "C", "H", "H", "H", "H", "H", "H", "H", "H", "H", "H", "H", "H"], "xyz": [[2.865, -0.262, -0.980], [-1.486, 0.097, 1.027], [1.540, 0.501, -0.977], [-2.937, -0.380, 0.903], [1.016, 0.198, -1.884], [-1.538, 1.181, 1.173], [-0.845, -0.078, 0.173], [-1.039, -0.302, 1.944], [1.687, 1.556, -0.794], [2.835, -1.301, -1.316], [-3.461, -0.309, 1.856], [-3.052, -1.362, 0.451], [-3.508, 0.345, 0.301], [0.942, 0.122, -0.151], [3.571, 0.175, -1.688], [3.409, -0.181, -0.038]], "atomic_forces_ev_per_a": [[1.08, 0.50, -0.36], [-0.69, 0.47, 0.88], [0.32, -1.64, 0.45], [-0.26, 0.85, -0.48], [-0.20, 0.81, -0.10], [0.28, -0.04, -0.02], [-0.25, -0.28, -0.11], [0.20, -0.11, -0.32], [-0.12, 0.27, -0.49], [-0.49, -0.01, 0.43], [0.22, -0.45, 0.19], [-0.02, -0.11, 0.18], [0.23, -0.37, -0.25], [0.03, 0.10, 0.00], [-0.08, 0.28, -0.22], [-0.26, -0.27, 0.21]], "nbo_charge": [-0.61, -0.61, -0.61, -0.61, 0.21, 0.20, 0.21, 0.20, 0.21, 0.20, 0.20, 0.20, 0.20, 0.20, 0.20, 0.20], "multiplicity": 1, "orbital_gap_ev": 12.58, "total_charge": 0, "total_energy_ha": -159.57237, "lumo_energy_ev": 1.1, "max_force_ha_per_bohr": 0.034, "relative_energy_kcal_mol": 7.91}

---

{"formula": "C4H12", "method": "wB97M-V/def2-TZVPD", "symbols": ["C", "C", "C", "C", "H", "H", "H", "H", "H", "H", "H", "H", "H", "H", "H", "H"], "xyz": [[-0.076, 0.075, -2.078], [-0.656, 0.450, 2.619], [-0.033, 0.519, 1.210], [0.725, -1.172, -1.793], [0.430, 0.887, -1.528], [-1.720, 0.230, 2.617], [0.226, 1.558, 0.977], [-0.518, 1.419, 3.120], [0.672, -1.508, -0.761], [-1.139, 0.118, -1.840], [0.264, -2.007, -2.335], [-0.050, 0.544, -3.066], [0.867, -0.093, 1.242], [-0.714, 0.250, 0.410], [-0.035, -0.117, 3.323], [1.756, -1.153, -2.115]], "atomic_forces_ev_per_a": [[0.83, 2.25, 0.29], [0.74, 1.25, 0.48], [-0.09, 0.49, 0.72], [-1.27, -1.46, -0.91], [-0.53, -0.07, 0.28], [0.15, -0.37, 0.26], [0.27, -0.21, 0.06], [-0.52, 0.18, -0.36], [0.09, 0.42, 0.25], [0.12, -0.58, 0.44], [0.20, -0.05, -0.09], [0.33, -0.95, -0.51], [-0.01, 0.05, -0.64], [0.04, -0.52, 0.15], [-0.61, -0.83, -0.40], [0.25, 0.39, 0.00]], "nbo_charge": [-0.62, -0.62, -0.62, -0.61, 0.20, 0.21, 0.20, 0.20, 0.21, 0.21, 0.20, 0.21, 0.21, 0.21, 0.21, 0.21], "multiplicity": 1, "orbital_gap_ev": 12.40, "total_charge": 0, "total_energy_ha": -159.56264, "lumo_energy_ev": 1.2, "max_force_ha_per_bohr": 0.047, "relative_energy_kcal_mol": 14.02}

---

{"formula": "C4H12", "method": "wB97M-V/def2-TZVPD", "symbols": ["C", "C", "C", "C", "H", "H", "H", "H", "H", "H", "H", "H", "H", "H", "H", "H"], "xyz": [[-1.458, -0.631, -1.645], [1.507, 0.585, 1.780], [-0.136, 0.030, -1.941], [0.105, 0.029, 1.789], [-0.001, -1.041, 1.574], [0.748, -0.559, -1.731], [1.571, 1.663, 1.728], [2.073, 0.287, 2.671], [-0.508, 0.479, 1.006], [2.094, 0.168, 0.969], [-1.809, -0.447, -0.626], [-1.468, -1.725, -1.685], [0.068, 0.371, -2.957], [-2.252, -0.290, -2.301], [-0.433, 0.093, 2.735], [0.028, 0.887, -1.278]], "atomic_forces_ev_per_a": [[-0.67, -0.63, 0.29], [0.75, -0.73, 0.57], [1.17, 0.67, 0.40], [-1.05, -0.56, -0.29], [0.70, 0.00, -0.11], [-0.03, -0.70, 0.24], [-0.25, 0.29, -0.08], [-0.22, 0.06, 0.05], [-0.04, 0.28, 0.18], [-0.04, 0.08, -0.40], [0.18, 0.30, -0.04], [0.32, 0.08, -0.40], [-0.64, -0.01, -0.11], [-0.08, 0.11, -0.16], [0.14, 0.60, 0.11], [-0.27, 0.17, -0.25]], "nbo_charge": [-0.62, -0.61, -0.62, -0.61, 0.21, 0.21, 0.21, 0.20, 0.20, 0.21, 0.21, 0.21, 0.21, 0.21, 0.21, 0.20], "multiplicity": 1, "orbital_gap_ev": 12.84, "total_charge": 0, "total_energy_ha": -159.57473, "lumo_energy_ev": 1.2, "max_force_ha_per_bohr": 0.027, "relative_energy_kcal_mol": 6.42}

---

{"formula": "C4H12", "method": "wB97M-V/def2-TZVPD", "symbols": ["C", "C", "C", "C", "H", "H", "H", "H", "H", "H", "H", "H", "H", "H", "H", "H"], "xyz": [[0.808, -1.705, 0.484], [-1.088, 2.126, -0.429], [2.295, -1.363, 0.358], [-2.051, 0.958, -0.425], [-2.209, 0.489, 0.547], [-1.026, 2.607, -1.407], [2.840, -1.619, 1.275], [0.567, -2.640, -0.021], [2.836, -1.895, -0.424], [-1.373, 2.944, 0.243], [0.181, -0.932, 0.048], [-0.094, 1.834, -0.101], [2.440, -0.303, 0.255], [-2.990, 1.252, -0.893], [-1.664, 0.130, -1.031], [0.529, -1.883, 1.521]], "atomic_forces_ev_per_a": [[0.16, -0.54, -0.16], [0.13, 0.64, 0.41], [0.37, -0.39, 0.81], [0.11, -0.52, -0.51], [-0.17, 0.44, 0.13], [0.14, -0.30, -0.09], [-0.18, -0.07, -0.05], [0.03, 0.01, -0.14], [-0.29, 0.15, -0.28], [-0.23, -0.28, 0.05], [-0.10, 0.03, 0.10], [0.20, -0.09, -0.16], [0.11, 0.47, -0.32], [-0.21, -0.10, 0.30], [0.04, 0.21, -0.14], [-0.10, 0.34, 0.05]], "nbo_charge": [-0.61, -0.61, -0.61, -0.61, 0.21, 0.20, 0.20, 0.20, 0.21, 0.20, 0.20, 0.20, 0.20, 0.20, 0.20, 0.21], "multiplicity": 1, "orbital_gap_ev": 12.79, "total_charge": 0, "total_energy_ha": -159.57840, "lumo_energy_ev": 1.1, "max_force_ha_per_bohr": 0.019, "relative_energy_kcal_mol": 4.12}

---

{"formula": "C4H12", "method": "wB97M-V/def2-TZVPD", "symbols": ["C", "C", "C", "C", "H", "H", "H", "H", "H", "H", "H", "H", "H", "H", "H", "H"], "xyz": [[-1.490, 0.481, 0.683], [1.503, 0.724, -0.537], [-1.135, -0.834, 1.524], [1.276, -0.195, -1.636], [-1.385, -1.755, 0.937], [-0.029, -1.081, 1.573], [0.212, -0.378, -2.012], [1.528, -1.217, -1.455], [1.740, 0.146, -2.673], [-0.900, 0.594, -0.253], [1.936, 1.624, -0.589], [-1.474, 1.261, 1.329], [0.486, 1.029, -0.115], [2.041, 0.286, 0.388], [-2.556, 0.151, 0.293], [-1.752, -0.837, 2.542]], "atomic_forces_ev_per_a": [[-2.14, -5.62, -2.33], [-2.61, -1.82, 4.96], [0.12, -0.55, -0.24], [-0.74, -0.49, -5.11], [-0.66, 0.79, 0.46], [-1.01, 1.06, 0.91], [0.78, 0.90, 1.01], [0.90, -0.56, 0.21], [-0.39, -0.80, 2.18], [-0.82, -0.13, 1.07], [2.06, 3.24, -1.52], [-0.16, 2.75, 1.43], [2.00, -0.36, -0.31], [-0.81, 0.16, -1.50], [1.70, 1.54, 0.90], [1.77, -0.11, -2.13]], "nbo_charge": [-0.60, -0.64, -0.63, -0.63, 0.20, 0.21, 0.20, 0.22, 0.21, 0.21, 0.22, 0.20, 0.21, 0.20, 0.20, 0.21], "multiplicity": 1, "orbital_gap_ev": 11.79, "total_charge": 0, "total_energy_ha": -159.50761, "lumo_energy_ev": 1.2, "max_force_ha_per_bohr": 0.125, "relative_energy_kcal_mol": 48.54}

---

{"formula": "C4H12", "method": "wB97M-V/def2-TZVPD", "symbols": ["C", "C", "C", "C", "H", "H", "H", "H", "H", "H", "H", "H", "H", "H", "H", "H"], "xyz": [[0.240, -1.430, -0.538], [-1.037, 1.360, 0.758], [-0.345, 2.718, 0.604], [1.137, -2.627, -0.835], [0.007, -0.894, -1.455], [-0.161, 3.166, 1.576], [1.999, -2.665, -0.172], [-0.635, 0.880, 1.660], [-0.779, -1.723, -0.257], [-2.116, 1.416, 0.899], [0.668, -3.585, -0.598], [0.658, 2.535, 0.182], [-0.723, 3.277, -0.252], [-0.826, 0.699, -0.074], [0.587, -0.776, 0.254], [1.501, -2.635, -1.861]], "atomic_forces_ev_per_a": [[-0.99, -0.49, -0.36], [0.19, 0.11, 0.59], [1.12, -1.28, -1.15], [0.24, -0.46, 0.59], [0.52, 0.51, -0.02], [-0.53, 0.76, -0.27], [0.29, 0.37, -0.07], [-0.11, -0.10, -0.19], [0.21, -0.30, 0.35], [-0.03, 0.18, -0.07], [-0.30, 0.09, -0.41], [0.08, -0.25, 0.51], [-0.73, 0.70, 0.77], [-0.18, 0.14, -0.12], [0.29, 0.10, -0.20], [-0.06, -0.09, 0.06]], "nbo_charge": [-0.63, -0.61, -0.62, -0.62, 0.21, 0.21, 0.21, 0.20, 0.21, 0.20, 0.21, 0.20, 0.21, 0.21, 0.21, 0.21], "multiplicity": 1, "orbital_gap_ev": 12.46, "total_charge": 0, "total_energy_ha": -159.56539, "lumo_energy_ev": 1.1, "max_force_ha_per_bohr": 0.040, "relative_energy_kcal_mol": 12.29}

---

{"formula": "C4H12", "method": "wB97M-V/def2-TZVPD", "symbols": ["C", "C", "C", "C", "H", "H", "H", "H", "H", "H", "H", "H", "H", "H", "H", "H"], "xyz": [[-2.340, -0.118, 0.063], [-1.465, -1.286, -0.396], [1.747, -0.051, 0.279], [2.067, 1.448, 0.045], [1.856, 1.958, 0.971], [-3.347, -0.481, 0.288], [-0.473, -1.090, -0.038], [3.085, 1.616, -0.292], [2.026, -0.440, 1.255], [-2.486, 0.562, -0.778], [0.650, -0.130, 0.387], [2.163, -0.622, -0.541], [1.379, 1.811, -0.718], [-1.415, -1.478, -1.469], [-1.771, -2.247, 0.048], [-1.849, 0.367, 0.909]], "atomic_forces_ev_per_a": [[-0.32, -0.61, -0.94], [-0.23, -0.81, 0.33], [-0.71, 1.03, 0.37], [-0.47, -1.08, 0.17], [0.15, 0.59, 0.19], [0.15, 0.23, 0.43], [0.22, -0.47, -0.29], [0.11, 0.08, 0.16], [0.90, 0.04, -0.05], [0.23, 0.37, 0.30], [0.81, 0.09, -0.65], [-0.31, -0.53, 0.06], [0.12, 0.20, -0.05], [-0.14, 0.35, -0.01], [0.01, 0.34, 0.02], [-0.49, 0.17, -0.04]], "nbo_charge": [-0.62, -0.61, -0.60, -0.60, 0.20, 0.21, 0.20, 0.20, 0.20, 0.21, 0.19, 0.21, 0.20, 0.20, 0.20, 0.20], "multiplicity": 1, "orbital_gap_ev": 12.30, "total_charge": 0, "total_energy_ha": -159.56488, "lumo_energy_ev": 1.1, "max_force_ha_per_bohr": 0.025, "relative_energy_kcal_mol": 12.61}

---

{"formula": "C4H12", "method": "wB97M-V/def2-TZVPD", "symbols": ["C", "C", "C", "C", "H", "H", "H", "H", "H", "H", "H", "H", "H", "H", "H", "H"], "xyz": [[-3.403, 0.255, -2.493], [0.512, -0.855, 1.093], [1.416, 0.251, 1.649], [2.725, 0.347, 0.816], [-3.276, 1.293, -2.207], [3.516, 0.794, 1.422], [-2.694, -0.064, -3.253], [2.544, 1.021, -0.013], [0.880, 1.191, 1.535], [2.990, -0.642, 0.466], [-3.341, -0.456, -1.663], [1.051, -1.796, 1.096], [-4.407, 0.139, -2.872], [0.215, -0.575, 0.077], [-0.399, -0.934, 1.669], [1.671, 0.031, 2.678]], "atomic_forces_ev_per_a": [[-0.22, -0.64, 0.09], [0.19, 0.81, -0.08], [0.39, -0.44, -1.06], [-0.87, 0.49, 0.85], [0.27, -0.07, 0.19], [0.13, -0.21, -0.15], [0.04, 0.22, -0.04], [0.14, -0.10, -0.42], [0.03, 0.17, 0.56], [0.39, -0.11, -0.15], [0.23, 0.44, 0.12], [-0.11, -0.29, -0.12], [-0.31, 0.04, -0.35], [0.11, -0.32, -0.03], [-0.25, -0.21, 0.23], [-0.15, 0.21, 0.36]], "nbo_charge": [-0.85, -0.60, -0.39, -0.61, 0.21, 0.21, 0.21, 0.20, 0.19, 0.20, 0.21, 0.20, 0.21, 0.20, 0.21, 0.19], "multiplicity": 1, "orbital_gap_ev": 12.56, "total_charge": 0, "total_energy_ha": -159.58101, "lumo_energy_ev": 1.0, "max_force_ha_per_bohr": 0.026, "relative_energy_kcal_mol": 2.49}